(1)
A molecular structure, C2H3ClFN, computed with ωB97M-V with the def2-TZVPD basis set.

Each line ends with the Mulliken charge.
Element x y z (Å)
C  -0.044794  0.426359  -0.618909  -0.206
C  1.251629  -0.545897  1.032131  0.334
N  0.343116  0.339963  0.596685  -0.322
F  1.046594  -1.961651  -0.032182  -0.499
Cl  2.938245  -0.113675  0.863099  -0.082
H  -0.598674  1.364117  -0.918623  0.269
H  0.664071  -0.166545  -1.276620  0.253
H  0.903695  -1.164879  1.917676  0.252

Cartesian forces (eV/Å) of the 2 atoms listed first:
3.0 1.0 0.3
-0.6 -4.2 -0.8

Calculated values
HOMO level (eV): -10.80
Total charge: 0
Gap between HOMO and LUMO (eV): 10.47
ΔE to the lowest compared entry with this formula, charge and spin (kJ/mol): 144.9
E (eV): -18850.2108



(2)
A single C2H3ClFNO molecule, computed with ωB97M-V with the def2-TZVPD basis set.

Each line ends with the Mulliken charge.
Element x y z (Å)
C  0.714081  0.060917  -0.123570  0.421
C  -0.561462  0.895344  0.315630  0.172
H  1.356914  -1.713482  -0.465272  0.279
H  -0.431779  -1.653630  -0.225441  0.236
H  -0.801022  1.040071  1.313736  0.291
N  0.495433  -1.222728  -0.113589  -0.341
O  1.805584  0.663451  -0.144824  -0.594
F  -0.438814  1.957070  -0.371208  -0.178
Cl  -2.138931  -0.027012  -0.185459  -0.285

Cartesian forces (eV/Å) of the 2 atoms listed first:
0.7 3.2 2.9
0.2 -3.6 -2.1

Calculated values
Structure (SMILES): NC(=O)[C@@H](F)Cl
HOMO level (eV): -10.37
Total charge: 0
Gap between HOMO and LUMO (eV): 11.06
ΔE to the lowest compared entry with this formula, charge and spin (kJ/mol): 56.4
E (eV): -20899.7350



(3)
2 unconnected molecules or ions with the total composition C2H3ClFNO2, computed with ωB97M-V with the def2-TZVPD basis set.

Each line ends with the Mulliken charge.
Element x y z (Å)
C  -1.150693  -0.312954  0.024820  -0.817
C  0.054481  0.355356  0.457814  0.259
N  1.039618  0.870920  -0.419446  0.974
O  0.753616  0.725862  -1.613808  -0.494
O  2.001140  1.381228  0.068559  -0.532
F  0.417216  0.377014  1.693085  -0.134
Cl  1.611602  -1.860969  -0.020778  -0.223
H  -2.040276  0.331680  -0.309632  0.334
H  -0.909836  -1.067639  -0.738713  0.305
H  -1.776869  -0.800494  0.858102  0.327

Cartesian forces (eV/Å) of the 2 atoms listed first:
-3.9 -0.4 0.5
1.0 -3.0 1.2

Calculated values
HOMO level (alpha / beta) (eV): -10.87 / -9.93
Total charge: 0
Gap between HOMO and LUMO (alpha / beta) (eV): 8.16 / 6.27
ΔE to the lowest compared entry with this formula, charge and spin (kJ/mol): 455.5
E (eV): -22941.5047



(4)
2 unconnected molecules or ions with the total composition C2H3ClN, computed with ωB97M-V with the def2-TZVPD basis set.

Each line ends with the Mulliken charge.
Element x y z (Å)
C  -0.998776  1.336982  -0.033271  0.042
C  0.400138  -0.728899  0.093246  -0.270
N  -0.497570  0.289803  0.058225  0.092
Cl  1.961117  0.056542  -0.149272  -0.053
H  -1.396088  2.247844  -0.120224  0.474
H  0.213645  -1.410073  1.061563  0.341
H  0.317536  -1.792199  -0.910267  0.373

Cartesian forces (eV/Å) of the 2 atoms listed first:
3.0 -6.9 0.6
1.4 -6.4 -0.8

Calculated values
HOMO level (eV): -15.88
Total charge: +1
Gap between HOMO and LUMO (eV): 9.99
ΔE to the lowest compared entry with this formula, charge and spin (kJ/mol): 137.2
E (eV): -16123.9017